(1)
{
  "formula": "C22H33ClNO4P",
  "method": "the ωB97M-V functional and the def2-TZVPD basis",
  "total_charge": 0,
  "multiplicity": 1,
  "e_tot_ev": -54833.948,
  "fmax_ev_per_a": 2.4,
  "species": ["C", "C", "P", "C", "C", "C", "C", "C", "C", "O", "C", "O", "O", "C", "Cl", "C", "C", "C", "C", "C", "C", "C", "O", "C", "C", "C", "C", "N", "C", "H", "H", "H", "H", "H", "H", "H", "H", "H", "H", "H", "H", "H", "H", "H", "H", "H", "H", "H", "H", "H", "H", "H", "H", "H", "H", "H", "H", "H", "H", "H", "H", "H"],
  "positions_angstrom": [[-3.294, -0.106, -1.243], [-2.550, -0.181, 0.104], [-1.291, -1.520, 0.208], [-1.673, -2.388, 1.778], [-2.286, -1.548, 2.944], [0.491, -0.934, 0.140], [1.258, -1.419, 1.437], [1.839, -2.827, 1.263], [1.592, -3.907, 2.453], [0.944, -3.763, 1.011], [1.397, -1.572, -0.929], [1.217, -2.404, -1.719], [2.606, -0.898, -0.788], [2.334, 0.483, -0.663], [2.708, 1.042, -2.417], [3.374, 1.291, 0.099], [3.561, 1.062, 1.604], [0.803, 0.541, -0.285], [-0.032, 1.091, -1.481], [-0.349, 0.160, -2.647], [-1.210, 0.916, -3.688], [-2.115, 0.015, -4.537], [-1.581, -0.244, -5.827], [0.501, 1.574, 0.817], [0.745, 2.940, 0.602], [0.417, 3.824, 1.613], [-0.112, 3.375, 2.818], [-0.359, 2.088, 3.040], [-0.062, 1.244, 2.048], [-3.153, 0.863, -1.713], [-4.366, -0.191, -1.079], [-3.010, -0.910, -1.912], [-2.193, 0.801, 0.408], [-3.322, -0.404, 0.838], [-2.397, -3.154, 1.520], [-0.830, -2.912, 2.202], [-3.304, -1.878, 3.133], [-1.736, -1.707, 3.870], [-2.280, -0.479, 2.752], [0.661, -1.413, 2.339], [2.162, -0.849, 1.614], [2.829, -2.881, 0.821], [1.293, -3.051, 3.123], [0.774, -4.536, 2.806], [3.209, 2.340, -0.111], [4.322, 1.062, -0.382], [3.925, 1.984, 2.054], [4.336, 0.321, 1.786], [2.665, 0.791, 2.145], [0.445, 1.974, -1.893], [-0.980, 1.473, -1.108], [-0.829, -0.768, -2.345], [0.540, -0.147, -3.188], [-0.497, 1.406, -4.355], [-1.755, 1.718, -3.190], [-3.067, 0.534, -4.677], [-2.271, -0.929, -4.028], [-1.129, 0.542, -6.143], [1.154, 3.269, -0.340], [0.570, 4.885, 1.467], [-0.334, 4.095, 3.593], [-0.309, 0.214, 2.241]]
}

=====

(2)
{
  "formula": "C7H18NO2",
  "method": "the ωB97M-V functional and the def2-TZVPD basis",
  "total_charge": 1,
  "multiplicity": 1,
  "relative_energy_kj_mol": 211.7,
  "e_tot_ev": -13127.212,
  "fmax_ev_per_a": 6.4,
  "species": ["C", "C", "C", "C", "C", "C", "C", "N", "O", "O", "H", "H", "H", "H", "H", "H", "H", "H", "H", "H", "H", "H", "H", "H", "H", "H", "H", "H"],
  "positions_angstrom": [[-1.097, -1.788, 1.464], [0.434, 2.222, 0.202], [0.784, 0.729, -1.608], [-1.251, 1.942, -1.661], [1.881, -1.664, 1.505], [-1.012, 0.137, -0.080], [-0.210, -1.085, 0.432], [-0.297, 1.167, -0.811], [-0.065, -1.998, -0.671], [1.007, -0.655, 1.023], [-0.922, -2.812, 1.473], [-2.127, -1.857, 1.188], [-1.277, -1.528, 2.510], [-0.293, 2.839, 0.755], [0.984, 1.358, 0.728], [1.110, 2.782, -0.273], [0.410, 0.145, -2.389], [1.278, 1.506, -2.068], [1.563, 0.170, -1.022], [-1.659, 1.440, -2.610], [-2.045, 2.275, -0.998], [-0.677, 2.747, -2.003], [2.625, -1.130, 2.050], [2.343, -2.256, 0.564], [1.415, -2.254, 2.252], [-1.285, 0.594, 0.905], [-1.844, -0.260, -0.691], [0.228, -2.766, -0.164]]
}

=====

(3)
{
  "formula": "C3H3FN2",
  "method": "the ωB97M-V functional and the def2-TZVPD basis",
  "total_charge": 0,
  "multiplicity": 1,
  "relative_energy_kj_mol": 48.6,
  "e_tot_ev": -8856.575,
  "fmax_ev_per_a": 4.5,
  "species": ["C", "C", "C", "H", "H", "H", "N", "N", "F"],
  "positions_angstrom": [[0.695, 0.028, 0.001], [-0.160, 1.132, -0.022], [-1.222, -0.757, -0.024], [-0.088, 2.158, 0.128], [-2.303, 1.065, -0.079], [-2.134, -1.309, 0.251], [-1.387, 0.526, 0.002], [0.027, -1.187, -0.020], [2.018, 0.033, 0.010]]
}

=====

(4)
{
  "formula": "C2H3ClS2",
  "method": "the ωB97M-V functional and the def2-TZVPD basis",
  "total_charge": 0,
  "multiplicity": 1,
  "relative_energy_kj_mol": 174.9,
  "e_tot_ev": -36313.325,
  "fmax_ev_per_a": 0.6,
  "species": ["C", "C", "H", "H", "H", "S", "S", "Cl"],
  "positions_angstrom": [[-0.813, -0.116, 0.411], [-0.768, 1.010, -0.281], [-0.517, -0.192, 1.457], [-1.070, 1.060, -1.321], [-0.419, 1.919, 0.194], [3.220, -0.463, -0.201], [1.721, -1.597, 0.000], [-1.353, -1.621, -0.259]]
}

=====

(5)
{
  "formula": "C6H9F3N3S",
  "method": "the ωB97M-V functional and the def2-TZVPD basis",
  "total_charge": 1,
  "multiplicity": 1,
  "relative_energy_kj_mol": 104.0,
  "e_tot_ev": -29817.069,
  "fmax_ev_per_a": 4.2,
  "species": ["C", "C", "C", "C", "C", "C", "N", "N", "N", "F", "F", "F", "S", "H", "H", "H", "H", "H", "H", "H", "H", "H"],
  "positions_angstrom": [[-0.745, 0.778, -2.214], [-0.082, 1.780, -1.530], [-0.925, -0.584, -1.720], [0.542, 1.508, -0.329], [-0.276, -0.551, -0.487], [1.341, 2.516, 0.445], [0.388, 0.279, 0.155], [-1.736, -1.491, -2.208], [0.779, -1.463, 2.931], [0.509, 3.420, 0.937], [1.947, 1.938, 1.482], [2.161, 3.148, -0.345], [-0.782, -2.786, 1.033], [-0.917, 0.978, -3.257], [0.139, 2.670, -2.138], [0.457, -1.041, 3.819], [-2.046, -1.314, -3.100], [-1.523, -2.438, -1.962], [1.284, -1.012, 2.157], [0.044, -1.972, 2.285], [1.317, -2.312, 3.256], [-1.876, -2.052, 0.790]]
}

=====

(6)
{
  "formula": "C3H9BrNPS",
  "method": "the ωB97M-V functional and the def2-TZVPD basis",
  "total_charge": 0,
  "multiplicity": 1,
  "relative_energy_kj_mol": 79.5,
  "e_tot_ev": -94913.665,
  "fmax_ev_per_a": 5.5,
  "species": ["C", "C", "C", "N", "P", "S", "Br", "H", "H", "H", "H", "H", "H", "H", "H", "H"],
  "positions_angstrom": [[-1.448, -0.533, -0.357], [-0.894, 1.355, 1.062], [1.446, -1.163, -1.163], [-0.459, 0.115, 0.519], [1.226, 0.047, 0.230], [2.223, 1.958, -0.021], [2.008, -1.245, 1.884], [-2.261, 0.242, -0.524], [-1.026, -0.741, -1.344], [-1.826, -1.321, 0.168], [-1.451, 2.059, 0.342], [-1.811, 1.231, 1.828], [-0.214, 2.015, 1.541], [1.018, -0.782, -2.100], [2.547, -1.157, -1.109], [0.922, -2.078, -0.954]]
}